*one*
C30H70N10O10 | ωB97M-V/def2-TZVPD

SMILES   CN(C)C=O.CN(C)C=O.CN(C)C=O.CN(C)C=O.CN(C)C=O.CN(C)C=O.CN(C)C=O.CN(C)C=O.CN(C)C=O.CN(C)C=O
LUMO energy   0.0154 Eh

CARTESIAN COORDINATES (ANGSTROEM)
C: -3.74922 1.36501 2.16566
O: -3.59883 2.13310 1.25484
N: -3.86659 1.57459 3.51503
C: -3.79213 2.89984 4.04835
C: -4.17129 0.53512 4.43881
H: -3.77717 0.30408 1.99993
H: -4.67656 3.48139 3.70830
H: -2.87667 3.37269 3.65876
H: -3.68530 2.81296 5.10847
H: -3.95361 -0.37263 3.88552
H: -3.48168 0.63197 5.29618
H: -5.19855 0.41007 4.74982
C: -0.72889 2.76873 -5.03214
O: -1.27325 2.66232 -3.94393
N: -1.10797 3.56639 -6.06044
C: -0.31673 3.72174 -7.21835
C: -2.18178 4.53994 -5.90670
H: 0.04435 2.02968 -5.27286
H: 0.45240 2.92863 -7.32216
H: 0.18803 4.70110 -7.25618
H: -0.86570 3.64265 -8.15831
H: -2.91775 4.37634 -6.69928
H: -2.56175 4.29383 -4.92643
H: -1.83404 5.57957 -5.92598
C: -0.62343 1.65618 5.18474
O: -1.44392 2.25618 5.81759
N: 0.66348 1.96884 5.09331
C: 1.10937 3.14989 5.70650
C: 1.57651 1.31857 4.13249
H: -0.89095 0.78886 4.51428
H: 1.84966 2.98182 6.45985
H: 0.26635 3.63448 6.10862
H: 1.53835 3.85441 4.99410
H: 1.51592 1.77406 3.14190
H: 2.54480 1.35033 4.49057
H: 1.29464 0.26842 4.01749
C: 3.90334 1.19071 1.16341
O: 2.68790 1.07045 1.37564
N: 4.48159 2.35210 0.89329
C: 3.73994 3.63129 1.10140
C: 5.92384 2.44441 0.60124
H: 4.59260 0.35099 1.27467
H: 4.32866 4.29310 1.72991
H: 2.73958 3.41119 1.43717
H: 3.63472 4.17130 0.12266
H: 6.35238 1.41719 0.57988
H: 6.16203 2.90818 -0.35856
H: 6.42949 3.09837 1.36884
C: -0.45388 4.61194 1.26973
O: 0.72449 4.24108 1.06603
N: -1.47828 4.36189 0.41712
C: -2.80300 4.77806 0.77875
C: -1.27382 3.57360 -0.75090
H: -0.73908 5.20460 2.18016
H: -3.63167 4.18425 0.38801
H: -3.06817 5.77458 0.37928
H: -2.85010 4.77493 1.83821
H: -1.54780 2.56135 -0.47627
H: -1.85666 3.94737 -1.56262
H: -0.19790 3.61263 -0.94658
C: -0.98397 -0.22680 1.10911
O: -1.85834 -0.92299 1.55128
N: -0.66203 -0.18696 -0.22863
C: -1.26036 -1.06937 -1.14300
C: 0.48496 0.58956 -0.73195
H: -0.38741 0.37977 1.78519
H: -1.73525 -0.53314 -1.97805
H: -2.10469 -1.55207 -0.64089
H: -0.50473 -1.69611 -1.59487
H: 1.39577 0.05213 -1.03443
H: 0.23368 1.24718 -1.59573
H: 0.76088 1.26782 0.04360
C: -1.44475 -2.64844 -4.14105
O: -0.30472 -2.93157 -3.74861
N: -2.59090 -3.01033 -3.52869
C: -3.85300 -2.67258 -4.14551
C: -2.62044 -3.76017 -2.26995
H: -1.59016 -2.06007 -5.09427
H: -4.33117 -1.90046 -3.57962
H: -4.43243 -3.57512 -4.25357
H: -3.73480 -2.27547 -5.17351
H: -1.63776 -3.90388 -1.88858
H: -3.14722 -3.13869 -1.57534
H: -3.08291 -4.75571 -2.33486
C: 6.00003 -1.44697 -1.41181
O: 6.05033 -0.27611 -1.41838
N: 5.02706 -2.22350 -2.10821
C: 5.31016 -3.62949 -2.40248
C: 4.10296 -1.60505 -3.03797
H: 6.72707 -2.05557 -0.78006
H: 5.70938 -4.11983 -1.51265
H: 5.96278 -3.97655 -3.19249
H: 4.32303 -4.10661 -2.48878
H: 4.43280 -1.89370 -4.06007
H: 3.12150 -2.04810 -2.79917
H: 4.13737 -0.54828 -2.92064
C: 1.74479 -4.51201 1.77931
O: 2.07713 -5.69452 1.64837
N: 1.92735 -3.52863 0.81807
C: 1.75601 -2.14053 1.07416
C: 2.37649 -3.89620 -0.48988
H: 1.33747 -4.02268 2.66246
H: 2.61500 -1.51942 1.19082
H: 1.14761 -2.09913 1.96264
H: 1.21182 -1.71382 0.23663
H: 3.46523 -3.63651 -0.57418
H: 2.22469 -4.94580 -0.55038
H: 1.81113 -3.32525 -1.22693
C: -2.63781 -6.25372 2.84103
O: -3.41028 -6.04393 3.77788
N: -2.55715 -5.40821 1.75105
C: -1.50456 -5.43743 0.76213
C: -3.47225 -4.26675 1.69869
H: -2.02095 -7.12517 2.81208
H: -0.74697 -6.15767 1.03688
H: -1.09243 -4.42342 0.78115
H: -1.89984 -5.64714 -0.25604
H: -3.21566 -3.66912 0.81350
H: -4.52966 -4.59151 1.55613
H: -3.39018 -3.65494 2.58026

*two*
C30H70N10O10 | ωB97M-V/def2-TZVPD

LUMO energy   0.0208 Eh

CARTESIAN COORDINATES (ANGSTROEM)
C: -3.07739 -1.89074 -0.40703
C: -2.84719 -0.59656 -1.20480
O: -1.91567 0.13347 -1.16392
N: -3.83664 -0.20385 -2.06277
C: -5.11987 -0.78186 -2.39508
H: -2.61630 -1.71393 0.56468
H: -2.49735 -2.69981 -0.85096
H: -4.09903 -2.22755 -0.23120
H: -3.55128 0.65969 -2.50207
H: -5.88053 -0.12002 -2.80918
H: -5.62467 -1.18648 -1.51783
H: -4.98158 -1.60639 -3.09446
C: -6.68021 1.74786 -0.43799
C: -5.29591 2.19802 0.09423
O: -5.12641 2.84191 1.13792
N: -4.22641 1.80658 -0.56397
C: -2.84814 2.01569 -0.10598
H: -7.48361 1.58594 0.28063
H: -6.60086 0.78214 -0.93718
H: -7.00489 2.33458 -1.29732
H: -4.34003 1.67414 -1.55878
H: -2.17514 2.23552 -0.93473
H: -2.48322 1.05576 0.25935
H: -2.73488 2.66822 0.75975
C: 3.49266 2.80196 -3.70411
C: 3.09065 2.07458 -2.47672
O: 3.69343 2.30992 -1.45607
N: 2.16170 1.06697 -2.69991
C: 1.81644 0.11192 -1.63324
H: 4.04084 2.07669 -4.30543
H: 4.18990 3.62079 -3.52675
H: 2.64626 3.20714 -4.25866
H: 1.70949 0.98527 -3.59931
H: 1.11328 0.46845 -0.88054
H: 2.65403 -0.36335 -1.12268
H: 1.26169 -0.75408 -1.99436
C: 0.64328 2.46867 1.88523
C: 1.46549 3.79695 1.80297
O: 1.39488 4.44602 0.82012
N: 2.08725 4.22594 2.88350
C: 2.64842 5.53552 3.07776
H: 0.78126 2.13590 2.91398
H: 1.00640 1.79032 1.11317
H: -0.41076 2.72110 1.76964
H: 2.21514 3.53343 3.60749
H: 3.36662 5.76810 2.29151
H: 3.12166 5.48239 4.05823
H: 1.83177 6.25744 3.08007
C: 0.37713 -6.79670 1.73791
C: 0.87525 -5.34224 1.64785
O: 0.05308 -4.47148 1.51992
N: 2.18363 -5.11118 1.54583
C: 2.99110 -3.91276 1.23721
H: 0.91653 -7.31337 2.53175
H: 0.46214 -7.26024 0.75505
H: -0.64548 -6.97719 2.06928
H: 2.81303 -5.90004 1.50525
H: 3.79389 -4.25024 0.58167
H: 3.35244 -3.54714 2.19839
H: 2.58246 -3.06669 0.68471
C: 5.21328 -2.18077 4.87356
C: 3.81712 -2.46591 4.22163
O: 3.00520 -3.17851 4.69627
N: 3.48077 -1.68734 3.16020
C: 2.20907 -1.63665 2.48403
H: 5.97100 -2.92087 4.61622
H: 4.98129 -2.17266 5.93856
H: 5.63738 -1.20143 4.65196
H: 4.09060 -0.94449 2.84974
H: 2.30319 -1.99105 1.45756
H: 1.74261 -0.65152 2.47678
H: 1.51442 -2.27129 3.03429
C: 0.92334 3.11417 -0.67722
C: 1.14488 4.09143 -1.79125
O: 0.13003 4.56320 -2.30446
N: 2.38567 4.30152 -2.09951
C: 2.77262 5.03339 -3.37547
H: 0.57833 2.22870 -1.21111
H: 0.06183 3.26421 -0.02653
H: 1.85246 2.97780 -0.12384
H: 3.11493 3.81311 -1.59977
H: 2.49946 4.62732 -4.34944
H: 3.85358 4.89501 -3.39783
H: 2.82307 6.11919 -3.29443
C: -0.25234 1.05033 0.27373
C: 0.22347 -0.30360 0.74916
O: 1.07306 -0.42652 1.67819
N: -0.39590 -1.34603 0.19858
C: -0.31633 -2.84018 0.61645
H: 0.04465 1.81029 0.99647
H: -1.32713 0.96793 0.11217
H: 0.21310 1.35443 -0.66382
H: -0.77440 -1.22858 -0.73042
H: 0.15786 -3.31865 -0.24046
H: -1.34146 -3.18057 0.76250
H: 0.33494 -2.93767 1.48505
C: -2.43611 -2.34471 2.22159
C: -2.63199 -3.77152 1.59820
O: -3.04833 -3.85559 0.42785
N: -2.45163 -4.86727 2.43176
C: -2.67945 -6.20608 1.95275
H: -3.10857 -2.16657 3.06074
H: -2.60024 -1.52745 1.51928
H: -1.45425 -2.14625 2.65129
H: -2.30573 -4.75722 3.42508
H: -3.35741 -6.25923 1.10091
H: -3.29742 -6.72622 2.68464
H: -1.74885 -6.71470 1.70100
C: -1.42748 2.13681 -2.32201
C: -0.44303 1.48547 -3.35553
O: -0.20868 0.30560 -3.39427
N: 0.24305 2.31464 -4.13978
C: 1.28159 1.90349 -5.17263
H: -2.36905 1.58952 -2.27694
H: -1.70849 3.14272 -2.63389
H: -1.16083 2.09299 -1.26603
H: 0.16264 3.31309 -4.01041
H: 1.86266 2.75575 -5.52492
H: 0.65266 1.46849 -5.94936
H: 1.75942 0.97540 -4.85890

Relative energy of each structure, in kcal/mol: *one* 0.0; *two* 658.5.

*one*
FH3N2O2S | ωB97M-V/def2-TZVPD

LUMO energy   -0.0471 Eh

CARTESIAN COORDINATES (ANGSTROEM)
N: -0.58793 -1.62913 -0.52208
N: -0.62505 -0.42393 -0.57320
O: 1.89141 -0.86613 0.08488
O: 0.98692 1.35276 0.73967
F: -1.42920 1.48088 0.77296
S: 1.23006 0.41128 -0.38232
H: 0.32014 -2.05001 -0.06449
H: -0.28110 1.62465 0.94391
H: -1.50526 0.09963 -0.99933

*two*
FH3N2O2S | ωB97M-V/def2-TZVPD

SMILES   NNS(=O)(=O)F
LUMO energy   0.0171 Eh

CARTESIAN COORDINATES (ANGSTROEM)
N: 1.41934 0.19149 0.07320
N: 0.47337 0.02930 -0.93727
O: -2.16739 0.03689 -0.90251
O: -0.95058 1.26034 0.86354
F: -1.01029 -1.16219 0.89111
S: -1.09161 0.22601 -0.07763
H: 1.19925 1.04092 0.64086
H: 1.51708 -0.69063 0.67329
H: 0.61083 -0.93213 -1.22460

Relative energy of each structure, in kcal/mol: *one* 16.3; *two* 0.0.

*one*
N2 | ωB97M-V/def2-TZVPD

SMILES   N#N
LUMO energy   0.0270 Eh

CARTESIAN COORDINATES (ANGSTROEM)
N: -0.03164 0.24966 0.54827
N: 0.03164 -0.24966 -0.54827

*two*
N2 | ωB97M-V/def2-TZVPD

SMILES   N#N
LUMO energy   0.0509 Eh

CARTESIAN COORDINATES (ANGSTROEM)
N: 0.00000 0.00000 0.57279
N: 0.00000 0.00000 -0.57279

Relative energy of each structure, in kcal/mol: *one* 14.3; *two* 0.0.

*one*
H39O20 | ωB97M-V/def2-TZVPD

Total charge   -1
LUMO energy   0.0671 Eh

CARTESIAN COORDINATES (ANGSTROEM)
O: 5.43573 1.86271 -1.96245
H: 4.96935 1.04506 -1.63458
O: 2.77425 -1.55696 -1.82001
H: 2.80769 -1.78688 -2.78860
H: 2.89496 -0.57500 -1.82064
O: 3.65730 2.57353 0.68771
H: 3.16132 1.77819 0.47440
H: 3.31780 3.40838 0.70020
O: 0.61150 3.49281 -1.48591
H: 0.03232 2.62780 -1.45478
H: 5.63691 2.41001 -1.18557
O: 1.61286 -3.92424 -0.29364
H: 1.90018 -3.03506 -0.53156
H: 0.65335 -3.82055 0.06978
O: -3.40181 1.50682 -2.81768
H: -2.53231 1.77827 -2.27002
H: -3.32664 0.78240 -3.42095
O: -2.03362 -3.67359 3.27325
H: -1.46637 -3.45542 2.54200
H: -1.80683 -3.00425 3.92237
O: 0.93588 0.80041 -0.13265
H: 0.83353 3.63253 -0.52354
H: 0.28162 1.02706 -0.65793
O: 0.31082 -5.86980 -0.77155
H: 1.10672 -6.05878 -0.49650
H: 0.75966 -4.93996 -1.15005
O: -2.01153 5.68952 -0.88455
H: -2.66114 5.30712 -1.59386
H: -1.71265 4.95489 -0.51745
O: -1.41486 -4.29972 0.62138
H: -2.34054 -4.50110 0.28574
H: -0.81147 -4.85326 0.14626
O: 0.96884 -0.74595 2.86573
H: 0.82799 0.07653 2.53596
H: 0.92134 -1.34259 2.18850
O: -0.27373 0.49597 -2.76782
H: -1.04677 1.01881 -2.25972
H: 0.44148 1.26902 -2.85733
O: -1.38790 1.65758 -0.92562
H: 1.16381 -0.12118 -0.42423
H: -1.85911 1.19623 -0.38497
O: -1.58826 0.29357 -5.09286
H: -1.44805 0.76966 -4.28699
H: -0.93246 -0.47250 -5.04173
O: -5.57957 -0.32720 1.64066
H: -4.79697 -0.52893 1.09805
H: -5.59476 0.61435 1.17166
O: -0.18494 1.20128 5.09783
H: -0.62965 1.13179 5.91867
H: 0.01232 0.30398 4.86827
O: 2.56547 1.34721 -2.72308
H: 3.28918 1.91487 -2.43313
H: 1.81556 1.80270 -2.31034
O: -3.33311 2.72658 3.22108
H: -3.27225 3.04136 2.33209
H: -2.45190 2.45402 3.43292
O: 2.13154 -3.14121 4.36074
H: 2.41492 -3.67314 3.60934
H: 1.08905 -3.05094 4.02381

*two*
H39O20 | ωB97M-V/def2-TZVPD

Total charge   -1
LUMO energy   0.0852 Eh

CARTESIAN COORDINATES (ANGSTROEM)
O: -0.51375 1.00787 3.43635
H: 0.45682 3.89682 1.92333
O: -1.75588 0.09697 -0.62638
H: -1.23472 -0.72949 -0.80441
H: -1.78491 0.02775 0.33921
O: -2.21226 -3.83037 -3.98265
H: -1.32275 -3.92636 -3.66788
H: -2.69460 -3.46300 -3.20089
O: 2.61294 0.84694 -1.82616
H: 3.21866 0.16348 -1.47146
H: 2.67512 3.80866 2.69223
O: 2.46432 3.10106 3.27622
H: -0.00094 0.14771 3.54710
H: 2.61528 2.26591 2.84233
O: -1.84834 -3.22286 4.15413
H: -0.25847 1.06762 2.52164
H: 2.34973 0.63823 -2.74432
O: 2.01085 -0.19017 -4.15338
H: 1.09126 -0.46258 -4.29405
H: 2.08388 0.46623 -4.84800
O: 2.36033 -3.74253 0.03719
H: -1.75809 -2.48039 3.55992
H: 0.66196 -2.41563 -1.67556
O: -0.21568 1.90894 -1.64091
H: -0.77713 1.23412 -1.22716
H: 0.69542 1.56931 -1.69043
O: -1.73122 -3.63878 -0.07017
H: -2.14772 -3.19072 0.69333
H: -1.14499 -2.90988 -0.36764
O: -3.27782 0.89443 2.10502
H: 2.89133 0.12901 3.87914
H: -2.52305 1.45197 1.73136
O: 0.47626 3.73958 0.98994
H: 0.12465 -1.63047 -3.80537
H: -2.64442 -2.87735 4.67121
O: 3.48609 0.67640 4.36748
H: 3.57174 1.66651 4.12228
H: 2.32216 -2.91352 -0.46504
O: 1.24477 -1.31479 -0.57759
H: 1.38595 -3.83630 0.24783
H: 1.24553 -0.58344 -1.17080
O: 1.93119 1.52435 0.66524
H: 1.81487 2.28828 0.11657
H: 1.98719 0.65126 0.18695
O: -0.56479 -1.27626 1.41939
H: 0.04833 -1.04504 0.67278
H: -0.28378 -2.15705 1.70014
O: -0.56288 -0.90515 -3.95287
H: -2.76931 0.82899 2.91726
H: -1.31436 -0.95179 -3.30405
O: 0.32602 -2.92506 -2.44363
H: 1.07624 -3.57629 -2.43872
H: 0.70503 2.81386 0.82089
O: -2.58630 3.79092 -1.81343
H: -2.18015 2.99139 -2.23668
H: -1.89485 4.49315 -1.67281
O: -2.61739 3.25170 1.19203
H: -3.39442 3.61832 0.81307
H: -1.91894 3.13752 0.53087

Relative energy of each structure, in kcal/mol: *one* 88.5; *two* 0.0.